Formula: C56H49N5OPPbS6
Source: the Open Molecules 2025 dataset
Level of theory: the ωB97M-V functional and the def2-TZVPD basis

Structure (XYZ):
```
119
Properties=species:S:1:pos:R:3:forces:R:3
H 18.759 -23.698 -0.493 0.30 0.33 0.15
H 16.106 -14.751 -3.729 -0.16 0.08 -0.30
C 16.343 -18.821 2.046 0.32 0.38 1.58
H 14.472 -26.093 1.379 -0.34 0.07 -0.09
H 13.385 -22.009 -0.906 -1.03 0.18 0.10
H 18.341 -13.306 -7.193 -0.40 -0.21 0.21
C 16.794 -16.303 -6.673 0.21 0.50 -0.43
H 15.614 -19.141 -7.058 -0.64 -0.11 0.13
C 10.345 -17.368 -3.291 1.21 -0.30 0.57
C 14.155 -24.011 1.669 0.25 -0.14 0.98
H 15.433 -20.360 -4.860 0.54 0.09 -0.19
C 16.305 -16.115 -5.381 1.00 1.89 -0.68
C 10.698 -23.995 -1.482 0.29 -0.51 0.50
H 15.461 -15.669 2.871 0.50 -0.10 0.28
H 12.718 -23.833 -2.328 -0.78 0.25 0.72
H 18.599 -18.179 4.541 -0.65 -0.15 -0.22
H 17.191 -12.813 -4.981 0.16 -0.17 0.01
C 14.340 -17.989 -5.702 -1.13 -0.89 -1.15
H 18.069 -15.486 -8.245 -0.62 -0.03 0.28
C 12.339 -22.378 -0.780 2.38 -0.45 -1.19
H 16.630 -17.241 -7.208 0.16 0.20 0.32
C 14.698 -21.149 4.163 -0.78 0.72 -0.55
C 17.129 -13.800 -5.431 -0.39 -1.12 -0.61
N 15.344 -21.276 1.452 -2.19 -1.67 2.28
S 11.916 -20.304 0.959 1.94 4.19 -4.02
C 13.958 -20.378 5.043 -0.36 0.11 0.51
C 10.254 -22.445 0.357 -0.25 -0.59 -0.31
C 9.195 -18.702 3.494 0.30 0.00 -1.19
C 17.515 -15.298 -7.313 0.72 0.36 -0.03
C 14.249 -20.430 6.407 1.64 -0.63 -0.16
C 13.916 -25.350 1.948 -0.08 -0.87 0.31
C 19.205 -19.431 -4.912 0.39 0.27 -0.64
H 11.531 -18.941 -8.232 -0.75 -0.29 -0.14
C 14.583 -18.840 -6.826 -0.08 0.52 0.85
S 16.030 -19.957 0.735 -2.60 3.87 -5.16
H 18.612 -14.796 -1.304 -0.03 0.21 -0.18
C 12.424 -24.806 3.738 0.06 1.39 0.18
O 17.696 -16.429 -2.104 -0.05 0.25 0.52
H 13.698 -19.849 7.129 -0.20 -0.01 0.00
C 13.079 -25.783 3.005 0.62 1.70 -0.80
C 9.860 -23.504 -0.490 0.61 1.17 0.66
C 10.411 -19.630 1.629 -0.85 -0.60 0.25
C 17.707 -14.055 -6.703 -0.41 0.01 0.92
C 18.802 -22.662 -0.148 -0.18 -0.08 -0.24
C 10.419 -19.059 2.897 -0.29 -0.52 0.23
P 15.650 -17.526 -4.539 -2.62 1.59 3.03
C 17.565 -20.646 0.357 1.45 -0.72 0.75
C 18.828 -20.720 -5.193 -0.29 -1.05 0.34
H 11.400 -18.998 3.401 -0.91 0.14 -0.07
N 12.581 -19.296 0.066 -1.81 -2.76 3.04
H 17.830 -20.011 3.135 -0.26 -0.11 -0.28
H 20.867 -20.151 0.748 0.59 0.42 0.24
H 13.153 -19.763 4.656 -0.02 -0.19 0.09
H 16.370 -22.387 3.773 0.26 -0.13 -0.01
H 8.879 -23.883 -0.368 -0.76 -0.48 0.09
H 7.096 -19.494 0.989 0.04 0.14 -0.36
S 10.670 -19.043 -3.444 0.47 -0.70 0.47
C 19.942 -20.643 0.578 -0.72 -1.68 -0.80
C 15.674 -17.598 2.028 0.22 0.13 -0.38
C 11.506 -21.858 0.161 -1.82 0.04 0.93
H 13.710 -19.885 -8.480 0.24 -0.17 -0.17
C 17.736 -15.423 -1.119 0.51 -0.45 0.36
C 16.183 -21.815 5.868 -0.17 -0.14 0.08
H 12.149 -22.639 4.014 0.38 -0.46 0.23
S 14.129 -21.376 2.465 -1.24 1.11 -2.04
H 15.687 -21.310 7.822 0.01 0.26 1.11
H 12.791 -16.814 -4.689 0.10 -0.65 -0.24
H 18.814 -18.875 0.809 -0.51 -0.28 0.06
C 9.232 -19.651 0.871 0.13 0.06 0.61
H 12.956 -26.812 3.235 -0.10 -0.70 -0.02
C 16.438 -14.843 -4.763 0.83 -0.38 -0.82
C 7.963 -18.889 2.813 2.31 -0.03 0.54
H 9.282 -18.230 4.448 -0.40 0.12 0.64
C 19.964 -22.029 0.254 0.43 1.09 0.20
C 17.612 -21.952 -0.109 -0.56 0.12 0.18
C 17.470 -21.070 -5.126 -0.21 -0.30 -0.26
H 9.206 -19.925 -0.170 0.24 -0.22 -0.22
C 18.248 -18.436 -4.802 0.44 0.70 0.90
N 12.675 -20.686 2.318 2.96 -1.04 2.69
H 20.254 -19.166 -4.853 0.00 -0.01 -0.10
C 18.748 -19.943 0.603 0.55 -0.05 -0.03
H 17.158 -22.120 -5.187 0.23 0.38 -0.20
H 17.939 -15.833 -0.076 -0.68 0.27 -0.83
C 13.534 -19.245 -7.630 0.08 0.48 -0.52
C 12.721 -23.441 3.534 -0.43 -0.33 -0.20
C 16.053 -16.585 2.938 -0.80 -0.50 -0.82
H 16.665 -22.391 -0.408 0.20 -0.20 0.11
H 9.583 -22.080 1.150 0.35 -0.29 -0.60
H 14.915 -17.427 1.242 0.48 -0.10 0.52
C 15.387 -21.184 6.818 -1.06 0.58 -1.73
H 16.838 -14.785 -1.153 0.19 -0.22 0.31
C 17.727 -18.053 3.882 -0.15 0.68 -0.12
H 7.040 -18.693 3.323 -0.33 0.12 -0.03
H 10.398 -24.882 -2.047 0.04 0.52 -0.08
C 17.106 -16.788 3.811 -0.10 -0.87 0.45
C 16.493 -20.096 -4.965 0.73 0.37 1.01
C 8.033 -19.338 1.503 -0.49 0.04 0.10
H 19.582 -21.488 -5.406 -0.32 0.26 0.26
S 9.007 -16.737 -3.959 -1.69 0.91 -0.78
H 18.612 -17.411 -4.612 -0.54 -0.53 -0.15
C 11.993 -17.909 -6.386 -1.15 0.43 0.64
C 16.901 -18.747 -4.787 0.18 -1.60 -0.88
H 17.072 -22.317 6.213 0.12 -0.18 -0.10
C 17.293 -19.072 3.050 0.62 0.18 -0.02
H 11.692 -24.993 4.515 0.08 -0.43 -0.12
Pb 13.414 -18.566 -1.981 -0.27 1.09 -2.41
C 11.977 -23.466 -1.580 0.51 0.20 -0.50
H 20.925 -22.540 0.283 -0.28 -0.03 -0.09
H 16.741 -16.674 -2.283 -0.02 -0.28 -0.23
C 15.824 -21.844 4.526 0.08 0.01 0.26
C 13.649 -23.079 2.570 0.35 -0.71 -0.77
C 12.246 -18.736 -7.470 0.97 0.31 0.87
S 11.493 -16.311 -2.509 0.52 -0.67 0.56
C 13.010 -17.535 -5.494 1.01 -0.02 -0.42
H 14.798 -23.698 0.858 0.09 -0.03 0.07
N 15.445 -19.280 -0.487 1.53 -1.83 3.26
H 17.401 -16.059 4.549 0.05 0.39 -0.21
H 10.948 -17.578 -6.135 1.16 -0.19 -0.48
N 15.180 -17.188 -3.072 0.64 -0.71 -1.13
```
Forces are in eV/Å.

Properties
E_HOMO: -2.573 eV
Total energy: -147902.29293 eV
HOMO-LUMO gap: 3.43 eV
Net charge: -1
Largest force on an atom: 6.96 eV/Å
Relative energy (zero: lowest compared OMol25 entry of this formula, charge and spin): 16.87 kcal/mol

Results of the Mulliken charge analysis, in e, for atoms 1 through 8: H 0.45; H 0.36; C 0.28; H 0.45; H 0.40; H 0.35; C -0.15; H 0.29


Formula: C4H5NO
Source: the Open Molecules 2025 dataset
Level of theory: the ωB97M-V functional and the def2-TZVPD basis

Structure (XYZ):
```
11
Properties=species:S:1:pos:R:3:forces:R:3
H -2.302 0.016 0.627 0.12 -0.02 -0.11
H -0.352 1.579 -0.019 0.03 -0.15 0.04
N 2.515 -0.141 -0.717 -0.02 -0.25 0.02
H -1.371 -1.350 -0.037 -0.03 0.15 -0.02
O 0.539 0.081 1.221 0.17 -0.02 0.16
C -1.560 -0.277 -0.124 0.03 -0.05 0.00
C 1.793 -1.220 -0.623 0.14 0.42 0.02
H 1.907 0.829 -0.369 0.11 0.09 -0.09
H -1.974 -0.068 -1.116 0.06 -0.01 0.13
C -0.289 0.495 0.078 -0.18 0.11 -0.18
C 1.009 -0.137 -0.048 -0.42 -0.27 0.02
```
Forces are in eV/Å.

Properties
E_HOMO: -9.407 eV
Total energy: -7760.29304 eV
HOMO-LUMO gap: 10.25 eV
Net charge: 0
Largest force on an atom: 0.50 eV/Å
Relative energy (zero: lowest compared OMol25 entry of this formula, charge and spin): 143.75 kcal/mol

Results of the natural (NBO) charge analysis, in e, for atoms 1 through 8: H 0.23; H 0.20; N -0.42; H 0.24; O -0.45; C -0.64; C 0.07; H 0.34